Formula: C3H6N2O2S
Source: the OMol25 dataset
Level of theory: ωB97M-V with the def2-TZVPD basis set

Geometry (Å):
C 0.22 -0.80 0.67
C 1.62 -0.46 0.15
C 0.03 1.40 -0.44
N -0.71 0.13 0.01
N -1.93 -0.32 -0.36
O -2.27 -1.41 -0.07
O -2.61 0.42 -1.01
S 1.63 1.37 0.34
H -0.14 -1.80 0.39
H 0.15 -0.74 1.76
H 2.45 -0.93 0.92
H 1.77 -0.64 -0.90
H 0.10 1.46 -1.46
H -0.33 2.33 0.00

Its total energy is -775.94103 Ha. The value obtained for the LUMO energy is 0.6 eV. As for the energy above the lowest of the compared OMol25 structures with the same formula, charge and spin: 125.0 kcal per mole. As for the SMILES: O=[N+]([O-])N1CCSC1.

Results of the Löwdin charge analysis, in e, for atoms 1 through 2:
1. C -0.232
2. C -0.425


Formula: C31H45ClN3O13
Source: the OMol25 dataset
Level of theory: ωB97M-V with the def2-TZVPD basis set

Geometry (Å):
Cl -0.21 -0.02 0.91
O -1.53 0.03 1.40
O 0.74 0.79 1.59
O 0.24 -1.34 0.89
O -0.20 0.43 -0.48
O -7.40 -2.08 -5.80
C -6.43 -1.75 -5.25
O -6.40 -0.93 -4.25
C -5.19 -1.06 -3.49
C -4.31 -2.02 -4.37
C -5.10 -2.30 -5.63
H -5.59 -1.50 -2.57
H -4.67 -0.14 -3.25
H -4.02 -2.95 -3.88
H -3.33 -1.62 -4.61
H -5.20 -3.33 -5.97
H -4.74 -1.72 -6.48
O -4.47 -9.32 0.65
C -3.86 -8.33 0.93
O -4.16 -7.13 0.33
C -3.56 -5.99 1.06
C -2.75 -6.58 2.22
C -2.79 -8.08 2.03
H -4.33 -5.24 1.27
H -2.94 -5.54 0.28
H -3.16 -6.21 3.16
H -1.70 -6.30 2.19
H -2.84 -8.74 2.89
H -1.87 -8.41 1.53
O -5.80 7.60 -2.86
C -5.42 7.14 -1.80
O -5.07 5.83 -1.64
C -4.41 5.65 -0.44
C -5.01 6.72 0.57
C -5.37 7.81 -0.46
H -3.35 5.79 -0.64
H -4.62 4.63 -0.11
H -4.23 7.03 1.27
H -5.96 6.32 0.92
H -4.58 8.56 -0.46
H -6.34 8.23 -0.21
O 0.27 -5.66 8.31
C 0.85 -4.58 8.16
O 0.28 -3.59 7.50
C 1.22 -2.59 7.22
C 2.41 -2.91 8.06
C 2.30 -4.33 8.51
H 0.84 -1.59 7.43
H 1.46 -2.62 6.16
H 2.50 -2.20 8.87
H 3.31 -2.81 7.45
H 2.36 -4.47 9.59
H 2.82 -5.12 7.97
N 9.15 2.88 0.47
C 8.28 3.87 0.12
C 7.05 3.51 0.54
C 7.10 2.24 1.07
C 8.44 1.84 0.98
H 10.16 2.85 0.39
H 8.73 4.72 -0.36
H 6.17 4.14 0.57
H 6.25 1.74 1.51
H 8.89 0.88 1.16
N 4.31 -4.58 2.83
C 4.62 -5.95 3.10
C 5.79 -5.91 3.80
C 6.08 -4.60 4.06
C 5.23 -3.78 3.35
H 3.51 -4.19 2.34
H 4.02 -6.81 2.84
H 6.47 -6.63 4.23
H 6.99 -4.27 4.54
H 5.06 -2.74 3.14
N 1.69 5.72 -1.73
C 1.38 6.69 -0.88
C 2.03 7.84 -1.19
C 2.93 7.45 -2.23
C 2.68 6.10 -2.62
H 1.19 4.84 -1.78
H 0.63 6.48 -0.14
H 1.94 8.78 -0.67
H 3.64 8.10 -2.72
H 3.13 5.43 -3.34
C -1.21 2.50 -6.75
C -0.64 2.07 -8.07
O 0.57 2.18 -8.27
C -1.55 1.75 -9.22
H -0.40 2.50 -6.01
H -2.12 2.13 -6.28
H -1.45 3.55 -6.94
H -2.49 2.28 -9.09
H -1.79 0.69 -9.30
H -1.17 2.25 -10.11

Its total energy is -2810.54578 Ha. The value obtained for the LUMO energy is 1.9 eV. Its charge is -1.

Results of the Löwdin charge analysis, in e, for atoms 1 through 2:
1. Cl 0.552
2. O -0.371


Formula: C5H30N2O8S
Source: the OMol25 dataset
Level of theory: ωB97M-V with the def2-TZVPD basis set

Geometry (Å):
N -0.86 -0.67 -0.22
C -1.91 0.10 -0.92
C -1.94 -0.54 -2.32
S -2.36 -2.32 -2.36
C -1.56 1.61 -1.09
N -0.28 1.98 -0.49
C 0.64 2.75 -1.34
C -0.53 2.47 0.87
H 0.09 -0.37 -0.39
H -1.05 -0.64 0.77
H -2.82 -0.10 -0.36
H -0.91 -0.59 -2.68
H -2.51 0.13 -2.94
H -1.26 -2.75 -1.71
H -1.78 2.02 -2.07
H -2.30 2.20 -0.52
H 1.33 3.14 -0.60
H 1.17 2.00 -1.93
H 0.17 3.44 -2.04
H -0.77 3.54 0.85
H -1.23 1.76 1.29
H 0.33 2.38 1.54
H 0.15 -4.39 0.06
H -0.82 -3.78 0.97
O -0.57 -4.66 0.65
H -5.59 0.28 1.01
H -4.23 -0.14 1.42
O -5.16 -0.34 1.60
H 4.45 0.73 3.02
H 3.00 0.18 3.21
O 3.93 -0.04 3.26
H 3.85 -1.64 1.78
H 4.14 -3.14 1.98
O 4.39 -2.37 1.46
H 1.08 0.17 -3.12
H 2.35 0.09 -3.92
O 1.61 0.69 -3.74
H -2.96 -0.78 3.50
H -2.50 -1.57 2.23
O -2.68 -0.68 2.58
H 3.31 1.53 0.55
H 1.82 1.40 0.66
O 2.55 1.95 0.97
H 3.40 -1.83 0.06
H 2.29 -1.67 -1.21
O 2.53 -1.53 -0.29

As for the expectation value of S²: 0.7509. Its total energy is -1318.03072 Ha. As for the multiplicity: 2. The value obtained for the LUMO energy (alpha / beta) is 2.5 / 2.5 eV. As for the energy above the lowest of the compared OMol25 structures with the same formula, charge and spin: 13.1 kcal per mole. Its charge is -1.

Results of the Löwdin charge analysis, in e, for atoms 1 through 2:
1. N 0.028
2. C -0.411


Formula: C17H15BrIN3O6
Source: the OMol25 dataset
Level of theory: ωB97M-V with the def2-TZVPD basis set

Geometry (Å):
C 2.58 3.27 -0.71
C 2.80 2.79 0.51
C 1.68 2.38 1.44
C 0.61 1.57 0.77
C -0.49 2.26 0.35
C -1.55 1.67 -0.34
C -2.64 2.63 -0.78
N -3.79 2.68 0.13
C -1.56 0.31 -0.60
C -2.76 -0.18 -1.36
O -2.53 -0.55 -2.73
N -1.43 0.12 -3.30
O -1.20 -0.29 -4.36
C -0.45 -0.49 -0.16
C -0.31 -1.93 -0.31
I -1.74 -3.22 -1.16
C 0.78 -2.60 0.11
C 0.98 -4.08 -0.07
C 0.31 -4.88 1.03
O 0.64 -4.77 2.18
O -0.65 -5.72 0.63
N 1.80 -1.89 0.74
Br 3.31 -2.78 1.42
C 1.77 -0.58 0.94
C 3.01 0.00 1.63
O 2.93 0.06 2.86
O 3.86 0.27 0.81
C 0.64 0.17 0.51
H 3.40 3.54 -1.36
H 1.59 3.43 -1.11
H 3.81 2.71 0.87
H 1.21 3.30 1.79
H 2.07 1.89 2.33
H -0.53 3.33 0.54
H -2.22 3.63 -0.86
H -3.00 2.36 -1.77
H -4.19 1.76 0.23
H -3.48 2.97 1.05
H -3.53 0.59 -1.40
H -3.24 -1.02 -0.89
H 2.02 -4.33 0.02
H 0.67 -4.40 -1.06
H -1.16 -5.96 1.42

Its total energy is -4144.05379 Ha. The value obtained for the LUMO energy is -1.0 eV.

Results of the Löwdin charge analysis, in e, for atoms 1 through 2:
1. C 0.013
2. C -0.152


Formula: C16H34MgO14
Source: the OMol25 dataset
Level of theory: ωB97M-V with the def2-TZVPD basis set

Geometry (Å):
Mg -15.24 -14.98 -20.29
C -17.46 -16.15 -23.69
C -17.67 -15.22 -22.52
O -16.54 -14.87 -21.82
H -16.67 -15.81 -24.37
H -18.33 -16.26 -24.35
H -17.10 -17.12 -23.33
H -18.49 -15.64 -21.92
H -18.06 -14.26 -22.93
C -12.22 -15.15 -17.01
C -13.37 -15.84 -17.79
O -13.94 -15.12 -18.80
H -11.51 -14.67 -17.71
H -11.69 -15.94 -16.49
H -12.51 -14.32 -16.36
H -14.13 -15.94 -16.99
H -13.00 -16.83 -18.09
C -11.24 -13.37 -20.64
O -11.69 -13.57 -22.00
C -12.97 -13.65 -22.23
O -13.85 -13.55 -21.40
O -13.18 -13.80 -23.52
C -14.51 -13.53 -24.00
H -10.16 -13.28 -20.70
H -11.55 -14.23 -20.04
H -11.77 -12.50 -20.25
H -15.21 -14.09 -23.38
H -14.52 -13.85 -25.04
H -14.74 -12.47 -23.98
C -10.99 -17.64 -21.23
O -12.30 -17.33 -20.73
C -13.27 -17.10 -21.59
O -14.35 -16.75 -21.19
O -12.93 -17.35 -22.84
C -13.95 -17.30 -23.83
H -10.27 -17.67 -20.42
H -10.80 -16.96 -22.05
H -10.94 -18.63 -21.69
H -13.51 -17.61 -24.78
H -14.26 -16.27 -23.97
H -14.80 -17.94 -23.60
C -15.71 -18.95 -18.95
O -16.83 -18.39 -18.32
C -17.06 -17.11 -18.59
O -16.43 -16.47 -19.38
O -18.12 -16.73 -17.90
C -18.43 -15.35 -17.85
H -15.51 -19.95 -18.58
H -14.79 -18.38 -18.77
H -15.78 -19.03 -20.04
H -19.31 -15.23 -18.48
H -17.61 -14.66 -18.02
H -18.70 -15.01 -16.85
C -14.06 -11.88 -18.22
O -15.32 -11.35 -18.64
C -16.22 -12.17 -19.15
O -16.04 -13.35 -19.32
O -17.31 -11.49 -19.43
C -18.27 -12.14 -20.25
H -13.44 -11.05 -17.88
H -13.64 -12.44 -19.05
H -14.22 -12.47 -17.32
H -18.87 -11.35 -20.71
H -18.99 -12.81 -19.77
H -17.74 -12.68 -21.04

Its total energy is -1883.59253 Ha. The value obtained for the LUMO energy is 0.6 eV. As for the energy above the lowest of the compared OMol25 structures with the same formula, charge and spin: 21.7 kcal per mole.

Results of the Löwdin charge analysis, in e, for atoms 1 through 2:
1. Mg 0.634
2. C -0.106


Formula: C6H10ClNO2
Source: the OMol25 dataset
Level of theory: ωB97M-V with the def2-TZVPD basis set

Geometry (Å):
C -1.03 -0.06 -2.96
C 1.34 0.60 0.22
C 0.95 1.09 -1.22
C 0.05 0.37 1.00
C -0.53 0.93 -1.45
C -1.41 -1.28 0.03
N -1.04 0.07 0.09
O -2.17 -0.42 -2.88
O -0.01 -0.27 -3.56
Cl -1.35 2.49 -1.32
H 2.02 -0.21 0.07
H 1.94 1.43 0.73
H 1.23 2.25 -1.42
H 1.44 0.62 -2.03
H 0.17 -0.37 1.82
H -0.24 1.30 1.63
H -0.72 -1.97 -0.29
H -1.80 -1.63 0.89
H -2.19 -1.35 -0.66
H -1.95 0.65 0.27

Its total energy is -899.95781 Ha. The value obtained for the LUMO energy is 0.2 eV. As for the energy above the lowest of the compared OMol25 structures with the same formula, charge and spin: 61.9 kcal per mole. As for the SMILES: C[N@H+]1CCC[C@@]1(Cl)C(=O)[O-].

Results of the Löwdin charge analysis, in e, for atoms 1 through 2:
1. C -0.662
2. C -0.144


Formula: C5H14OS2Si
Source: the OMol25 dataset
Level of theory: ωB97M-V with the def2-TZVPD basis set

Geometry (Å):
C 2.49 2.57 1.48
C -1.99 -1.97 0.10
C -0.83 -1.42 -2.74
C 2.79 1.05 1.81
C 1.58 0.15 1.47
O -3.63 -0.53 -2.02
Si -2.10 -0.80 -1.37
S 1.57 -1.43 1.15
S -1.58 1.19 -0.64
H 1.68 3.02 2.16
H 3.39 3.24 1.48
H 2.06 2.85 0.44
H -1.01 -2.36 0.35
H -2.24 -1.57 1.09
H -2.71 -2.85 -0.05
H 0.15 -1.53 -2.45
H -1.22 -2.35 -3.10
H -0.83 -0.67 -3.46
H 3.12 0.94 2.82
H 3.69 0.59 1.23
H 0.55 0.76 1.64
H -1.09 0.68 0.50
H -3.85 0.41 -1.86

Its total energy is -1360.03622 Ha. The value obtained for the LUMO energy is -0.4 eV. As for the energy above the lowest of the compared OMol25 structures with the same formula, charge and spin: 54.6 kcal per mole. As for the SMILES: C[Si](C)(O)S.CCC=S.

Results of the Löwdin charge analysis, in e, for atoms 1 through 2:
1. C -0.134
2. C -0.224


Formula: C27H33F5O24
Source: the OMol25 dataset
Level of theory: ωB97M-V with the def2-TZVPD basis set

Geometry (Å):
C 21.77 -0.03 -31.20
C 21.91 -1.56 -31.09
C 23.22 -2.18 -31.37
O 23.54 -2.91 -30.25
C 22.52 -2.84 -29.38
O 22.45 -3.41 -28.31
O 21.53 -2.05 -29.88
H 21.86 0.52 -30.26
H 20.80 0.23 -31.62
H 22.64 0.25 -31.79
H 21.28 -1.85 -31.93
H 24.01 -1.47 -31.59
H 23.11 -2.78 -32.28
C 25.09 -9.19 -31.80
C 23.96 -9.90 -31.00
C 22.59 -9.28 -31.35
O 22.06 -10.16 -32.22
C 22.71 -11.33 -32.29
O 22.22 -12.38 -32.78
O 23.81 -11.22 -31.53
H 25.58 -8.40 -31.24
H 24.71 -8.74 -32.72
H 25.76 -9.98 -32.14
H 24.22 -9.89 -29.95
H 22.53 -8.22 -31.60
H 21.94 -9.38 -30.48
C 16.23 -0.79 -23.89
C 16.38 -2.28 -23.43
C 17.84 -2.55 -22.98
O 17.75 -2.57 -21.60
C 16.49 -2.53 -21.13
O 16.17 -2.40 -19.99
O 15.66 -2.60 -22.23
H 16.78 -0.57 -24.80
H 16.42 -0.09 -23.08
H 15.14 -0.70 -23.97
H 16.20 -3.00 -24.23
H 18.51 -1.74 -23.26
H 18.11 -3.55 -23.33
C 14.60 3.01 -33.83
C 15.57 4.18 -33.42
O 15.23 4.45 -32.01
C 14.03 3.90 -31.74
O 13.53 3.92 -30.63
O 13.54 3.33 -32.90
F 15.31 5.17 -34.28
H 15.10 2.07 -33.60
H 14.22 2.97 -34.85
H 16.58 3.87 -33.65
C 19.70 -8.58 -39.07
C 20.75 -7.63 -38.53
O 21.89 -8.43 -38.68
C 21.62 -9.64 -38.72
O 22.52 -10.51 -38.75
O 20.30 -9.83 -38.85
F 20.62 -7.16 -37.29
H 19.61 -8.44 -40.15
H 18.80 -8.53 -38.47
H 20.76 -6.78 -39.21
C 22.68 1.57 -38.76
C 22.96 0.18 -39.22
O 21.66 -0.23 -39.57
C 20.76 0.72 -39.31
O 19.53 0.68 -39.47
O 21.34 1.70 -38.69
F 23.25 -0.62 -38.15
H 23.02 2.20 -39.58
H 23.10 1.77 -37.77
H 23.64 0.05 -40.05
C 24.47 -3.79 -19.97
C 25.86 -3.78 -19.38
O 26.58 -4.07 -20.58
C 25.99 -3.50 -21.69
O 26.53 -3.13 -22.72
O 24.71 -3.28 -21.26
F 26.01 -4.75 -18.51
H 23.74 -3.18 -19.43
H 24.00 -4.76 -20.15
H 26.16 -2.77 -19.12
C 13.84 -5.12 -30.43
C 15.04 -5.99 -30.91
O 15.44 -6.63 -29.68
C 14.38 -6.75 -28.84
O 14.42 -7.43 -27.90
O 13.32 -5.89 -29.34
F 16.03 -5.19 -31.30
H 13.10 -5.03 -31.23
H 14.03 -4.19 -29.90
H 14.68 -6.50 -31.80

Its total energy is -3353.65000 Ha. The value obtained for the LUMO energy is -0.2 eV. As for the energy above the lowest of the compared OMol25 structures with the same formula, charge and spin: 151.6 kcal per mole. As for the SMILES: O=C1OC[C@@H](F)O1.O=C1OC[C@@H](F)O1.O=C1OC[C@@H](F)O1.O=C1OC[C@@H](F)O1.O=C1OC[C@@H](F)O1.C[C@H]1COC(=O)O1.C[C@H]1COC(=O)O1.C[C@H]1COC(=O)O1.

Results of the Löwdin charge analysis, in e, for atoms 1 through 2:
1. C -0.002
2. C -0.387


Formula: C11H15N
Source: the OMol25 dataset
Level of theory: ωB97M-V with the def2-TZVPD basis set

Geometry (Å):
C 1.86 0.34 0.15
C -0.50 1.06 -0.83
C 0.95 1.10 -0.81
C -0.91 2.04 -1.75
C 1.31 2.01 -1.74
C -2.78 0.77 -0.15
C -3.18 1.64 -1.19
C -1.45 0.50 0.05
C -2.27 2.29 -1.99
N 0.19 2.56 -2.35
H -3.60 0.39 0.45
H -4.24 1.78 -1.36
H -1.16 -0.20 0.83
H -2.58 2.96 -2.79
H 2.57 1.09 0.50
H 2.25 -0.56 -0.31
H 2.27 2.32 -2.13
H 0.21 3.05 -3.24
H 1.27 0.14 1.03
C 1.43 -3.89 2.07
C 1.04 -2.46 2.41
H 0.99 -4.17 1.10
H 2.48 -3.99 1.79
H 1.05 -4.61 2.78
H 0.20 -2.05 1.84
H 1.84 -1.76 2.19
H 0.78 -2.34 3.46

As for the expectation value of S²: 0.7504. Its total energy is -482.84826 Ha. As for the multiplicity: 2. The value obtained for the LUMO energy (alpha / beta) is 3.2 / 3.1 eV. As for the energy above the lowest of the compared OMol25 structures with the same formula, charge and spin: 13.7 kcal per mole. Its charge is -1.

Results of the Löwdin charge analysis, in e, for atoms 1 through 2:
1. C -0.107
2. C -0.143


Formula: C26H25CsN9OPS
Source: the OMol25 dataset
Level of theory: ωB97M-V with the def2-TZVPD basis set

Geometry (Å):
Cs -0.37 -0.03 -0.35
C -0.01 6.43 0.36
N -0.02 5.36 -0.63
C 0.00 5.53 -1.99
C -0.02 4.28 -2.52
N -0.06 3.34 -1.52
C -0.06 4.02 -0.39
P -0.09 3.31 1.32
C 1.45 2.30 1.01
N 1.77 1.46 0.04
C 3.10 1.15 0.20
C 3.59 1.81 1.29
N 2.54 2.54 1.79
C 2.61 3.40 2.96
C -1.75 2.51 1.05
N -2.22 1.85 0.00
C -3.56 1.67 0.21
C -3.91 2.24 1.39
N -2.77 2.78 1.92
C -2.69 3.53 3.16
H 0.00 7.38 -0.17
H 0.88 6.36 0.99
H -0.89 6.38 0.99
H 0.03 6.51 -2.44
H -0.02 4.00 -3.56
H 3.61 0.50 -0.48
H 4.56 1.84 1.74
H 3.49 3.12 3.54
H 1.72 3.27 3.56
H 2.71 4.45 2.66
H -4.18 1.18 -0.52
H -4.86 2.34 1.90
H -3.58 3.32 3.74
H -2.64 4.60 2.95
H -1.81 3.22 3.71
O -1.00 -2.26 -1.12
S -0.07 -2.89 -2.14
C -1.01 -4.13 -3.01
C -2.12 -4.69 -2.40
C -2.83 -5.66 -3.08
C -2.44 -6.05 -4.35
C -1.33 -5.47 -4.96
C -0.61 -4.49 -4.29
C 0.98 -3.96 -1.16
C 2.03 -4.63 -1.77
C 2.85 -5.43 -1.00
C 2.62 -5.54 0.37
C 1.58 -4.85 0.97
C 0.74 -4.05 0.20
H -2.41 -4.36 -1.41
H -3.70 -6.11 -2.62
H -3.00 -6.81 -4.88
H -1.04 -5.77 -5.95
H 0.24 -4.02 -4.75
H 2.21 -4.53 -2.84
H 3.67 -5.96 -1.46
H 3.27 -6.16 0.97
H 1.42 -4.92 2.03
H -0.07 -3.49 0.65
N -0.19 1.56 3.22
C 0.21 0.48 3.44
N 0.60 -0.76 3.46
C 1.17 -1.26 4.55
N 1.68 -1.79 5.44

Its total energy is -2333.43684 Ha. The value obtained for the LUMO energy is 0.1 eV.

Results of the Löwdin charge analysis, in e, for atoms 1 through 2:
1. Cs 1.452
2. C -0.038